Computed, not measured: an isolated molecule of CH6N2OP2S in a non-equilibrium geometry, with wB97M-V/def2-TZVPD.

Each atom is followed by the atoms it is bonded to, with distances in Å.
Geometry (Å):
1 S -1.10 1.14 -0.13  P2 2.080, N5 1.755
2 P 0.32 1.46 1.35  S1 2.080, O4 1.589, H12 1.447
3 P -0.71 -0.98 3.12  O4 1.732, N6 1.468, H9 1.458
4 O 0.27 0.23 2.36  P2 1.589, P3 1.732
5 N 0.05 0.16 -1.02  S1 1.755, C7 1.440, H8 0.957
6 N -0.26 -2.37 3.26  P3 1.468
7 C 0.33 0.76 -2.30  N5 1.440, H10 1.166, H11 1.096, H13 1.138
8 H -0.21 -0.76 -1.07  N5 0.957
9 H -2.07 -0.46 3.14  P3 1.458
10 H 1.41 0.40 -2.57  C7 1.166
11 H 0.35 1.85 -2.18  C7 1.096
12 H -0.51 2.46 1.97  P2 1.447
13 H -0.58 0.54 -2.94  C7 1.138

Values from the calculation:
Multiplicity: 1
SMILES: CNSPO[PH]#N
F_max, eV/A: 4.1
Orbital gap, hartree: 0.3108
DFT total energy, Ha: -1307.23692
Energy above the lowest of the compared OMol25 structures with the same formula, charge and spin, kJ/mol: 179.96
Total charge: 0

Computed, not measured: an isolated molecule of C19H24F2N4S in a non-equilibrium geometry, with wB97M-V/def2-TZVPD.

Each atom is followed by the atoms it is bonded to, with distances in Å.
Geometry (Å):
1 S -1.51 4.35 4.18  C19 1.878, H27 1.380
2 F -0.56 -3.31 -1.44  C26 1.357
3 F -5.28 -1.24 -3.36  C10 1.402
4 N 0.87 1.48 0.76  C18 1.305, C20 1.350
5 N -3.58 0.97 -0.11  C21 1.499, C23 1.473, H39 1.049
6 N -1.39 1.97 1.44  C13 1.504, C18 1.422, C22 1.439
7 N -0.54 -0.21 1.54  C18 1.381, C25 1.358
8 C -2.20 -3.26 -3.07  C24 1.428, C26 1.393, H42 1.025
9 C 1.66 -0.76 0.85  C12 1.490, C20 1.352, C25 1.370
10 C -4.02 -1.63 -2.90  F3 1.402, C17 1.406, C24 1.452
11 C -2.38 -1.64 -1.17  C17 1.393, C26 1.465, H34 1.144
12 C 2.59 -1.87 0.52  C9 1.490, C14 1.547, H44 1.060, H45 1.129
13 C -1.17 3.46 1.42  N6 1.504, C19 1.542, H37 1.140, H49 1.077
14 C 3.49 -1.42 -0.66  C12 1.547, C15 1.543, H31 1.066, H40 1.031
15 C 4.45 -2.53 -1.15  C14 1.543, H32 1.144, H46 1.040, H48 1.140
16 C -3.12 2.81 2.69  C19 1.460, C22 1.560, H28 1.091, H50 1.104
17 C -3.55 -1.09 -1.68  C10 1.406, C11 1.393, C21 1.481
18 C -0.29 1.10 1.21  N4 1.305, N6 1.422, N7 1.381
19 C -2.19 3.92 2.49  S1 1.878, C13 1.542, C16 1.460, H36 1.069
20 C 1.86 0.56 0.67  N4 1.350, C9 1.352, H47 1.058
21 C -4.30 0.00 -1.00  N5 1.499, C17 1.481, H29 1.133, H38 1.164
22 C -2.53 1.47 2.16  N6 1.439, C16 1.560, C23 1.546, H43 1.100
23 C -3.60 0.71 1.34  N5 1.473, C22 1.546, H33 1.111, H35 1.203
24 C -3.35 -2.66 -3.67  C8 1.428, C10 1.452, H41 1.090
25 C 0.43 -1.14 1.33  N7 1.358, C9 1.370, H30 1.119
26 C -1.71 -2.72 -1.89  F2 1.357, C8 1.393, C11 1.465
27 H -0.48 3.44 4.25  S1 1.380
28 H -3.43 2.80 3.74  C16 1.091
29 H -4.96 -0.37 -0.17  C21 1.133
30 H 0.23 -2.22 1.55  C25 1.119
31 H 2.88 -0.95 -1.39  C14 1.066
32 H 5.36 -2.11 -1.70  C15 1.144
33 H -3.44 -0.39 1.39  C23 1.111
34 H -1.98 -1.33 -0.14  C11 1.144
35 H -4.72 0.79 1.76  C23 1.203
36 H -2.62 4.85 2.19  C19 1.069
37 H -1.52 3.89 0.43  C13 1.140
38 H -4.98 0.63 -1.69  C21 1.164
39 H -2.69 1.35 -0.51  N5 1.049
40 H 4.07 -0.67 -0.26  C14 1.031
41 H -3.84 -2.91 -4.61  C24 1.090
42 H -1.60 -3.90 -3.60  C8 1.025
43 H -2.22 0.95 3.07  C22 1.100
44 H 2.04 -2.75 0.28  C12 1.060
45 H 3.23 -2.12 1.41  C12 1.129
46 H 4.05 -3.13 -1.90  C15 1.040
47 H 2.83 0.89 0.40  C20 1.058
48 H 4.85 -3.13 -0.27  C15 1.140
49 H -0.17 3.76 1.66  C13 1.077
50 H -3.96 3.01 1.99  C16 1.104

Values from the calculation:
Multiplicity: 1
SMILES: CCCc1cnc(N2C[C@H](S)C[C@H]2CNCc2cc(F)ccc2F)nc1
F_max, eV/A: 4.2
Orbital gap, hartree: 0.3300
DFT total energy, Ha: -1555.25441
Total charge: 0

Computed, not measured: a cluster of 2 separate species, C4H7N3 in total in a non-equilibrium geometry, with wB97M-V/def2-TZVPD.

Each atom is followed by the atoms it is bonded to, with distances in Å.
Geometry (Å):
1 N -0.09 1.25 0.91  C5 1.429, C6 1.317, H10 0.977
2 N 1.81 0.16 -0.24  C5 1.261, C7 1.169
3 N -0.03 -1.78 1.05  H13 1.088, H14 1.029
4 C -1.93 0.53 -0.75  C6 1.424, H9 1.132, H11 1.016, H12 1.131
5 C 0.61 0.26 0.15  N1 1.429, N2 1.261, C6 1.389
6 C -0.65 0.75 -0.17  N1 1.317, C4 1.424, C5 1.389
7 C 2.81 -0.02 -0.81  N2 1.169, H8 1.085
8 H 3.79 -0.27 -1.21  C7 1.085
9 H -1.93 -0.17 -1.65  C4 1.132
10 H -0.18 1.91 1.62  N1 0.977
11 H -2.50 0.27 0.05  C4 1.016
12 H -2.44 1.51 -1.02  C4 1.131
13 H 0.72 -1.97 1.82  N3 1.088
14 H 0.01 -2.43 0.25  N3 1.029

Values from the calculation:
Multiplicity: 1
F_max, eV/A: 5.9
Orbital gap (spin up / spin down), hartree: 0.3118 / 0.3219
DFT total energy, Ha: -319.90313
Energy above the lowest of the compared OMol25 structures with the same formula, charge and spin, kJ/mol: 556.60
Total charge: +2

Computed, not measured: the ion C2H5NO2P with charge +1 in a non-equilibrium geometry, with wB97M-V/def2-TZVPD.

Each atom is followed by the atoms it is bonded to, with distances in Å.
Geometry (Å):
1 P 1.60 -0.06 -0.45  O2 1.583, O3 1.629, C6 1.950
2 O 1.73 0.54 1.01  P1 1.583, H11 0.969
3 O 0.87 -1.48 -0.14  P1 1.629, H10 1.001
4 N -2.01 -0.12 0.15  C5 1.274, H7 1.006, H8 1.037
5 C -1.05 0.60 -0.29  N4 1.274, C6 1.264
6 C 0.05 1.11 -0.66  P1 1.950, C5 1.264, H9 1.010
7 H -2.51 -0.83 -0.35  N4 1.006
8 H -2.12 -0.23 1.17  N4 1.037
9 H 0.35 1.97 -1.10  C6 1.010
10 H 0.64 -1.98 -0.98  O3 1.001
11 H 2.46 0.48 1.64  O2 0.969

Values from the calculation:
Multiplicity: 1
SMILES: [NH2+]=C=CP(O)O
F_max, eV/A: 3.1
Orbital gap, hartree: 0.3429
DFT total energy, Ha: -625.51723
Energy above the lowest of the compared OMol25 structures with the same formula, charge and spin, kJ/mol: 33.34
Total charge: +1